Computed, not measured: the molecule C9H8N2, with ωB97M-V with the def2-TZVPD basis set.

Cartesian coordinates (Å):
C: -3.0924 -0.0379 -0.0800
C: -2.4056 1.1258 -0.4380
C: -0.9537 1.0727 -0.4259
C: -0.3162 -0.1743 -0.1387
C: 1.1589 -0.1392 -0.2075
N: 1.9472 -0.8375 -0.9682
C: 3.2371 -0.5107 -0.6037
C: 3.2369 0.3639 0.3813
N: 1.8691 0.5592 0.7189
C: -1.0407 -1.2902 0.2509
C: -2.4373 -1.1771 0.2714
H: -4.0554 0.0747 -0.2100
H: -2.8151 2.1153 -0.6144
H: -0.4324 1.9683 -0.8064
H: 4.0195 -0.8209 -1.0565
H: 3.9467 0.8287 1.1026
H: 1.7305 1.3299 1.6668
H: -0.5666 -2.1769 0.5426
H: -3.0306 -2.2737 0.6147

Output
F_max: 6.4 eV/A
LUMO level: 0.62 eV
SMILES: c1ccc(-c2ncc[nH]2)cc1
Electronic energy: -457.1773 Ha
Energy relative to the best compared isomer or geometry (same formula, charge and spin): 63.6 kcal/mol
HOMO energy: -8.815 eV

These are the Mulliken partial charges, in e, on atoms 1 to 5:
1. C -0.536
2. C -0.471
3. C -0.375
4. C 0.565
5. C -0.142